{
  "formula": "C13H14Cl2N2O3",
  "method": "the ωB97M-V functional and the def2-TZVPD basis",
  "spin_multiplicity": 1,
  "homo_ev": -8.87,
  "e_tot_ha": -1759.4363,
  "lumo_ev": 0.38,
  "species": ["C", "C", "C", "C", "O", "O", "C", "C", "O", "N", "C", "N", "C", "C", "C", "C", "Cl", "H", "Cl", "C", "H", "H", "H", "H", "H", "H", "H", "C", "H", "H", "H", "H", "H", "H"],
  "positions_angstrom": [[3.026, 1.331, 0.192], [2.088, 0.901, 1.267], [0.761, 1.080, 1.232], [-0.017, 1.667, 0.141], [0.385, 2.119, -0.905], [-1.330, 1.623, 0.458], [-2.248, 1.995, -0.557], [-3.493, 1.135, -0.447], [-4.610, 1.591, -0.475], [-3.299, -0.208, -0.251], [-2.155, -0.973, -0.359], [-1.182, -0.570, -1.157], [-0.065, -1.265, -1.301], [0.114, -2.458, -0.596], [-0.900, -2.932, 0.225], [-2.058, -2.187, 0.341], [-3.358, -2.742, 1.337], [-0.785, -3.860, 0.764], [1.576, -3.362, -0.735], [0.952, -0.730, -2.248], [0.838, -1.212, -3.218], [0.805, 0.339, -2.370], [1.956, -0.928, -1.885], [-4.130, -0.711, 0.046], [-2.540, 3.043, -0.433], [-1.774, 1.863, -1.538], [0.149, 0.747, 2.058], [2.732, 0.227, 2.437], [3.520, 0.858, 2.846], [2.013, 0.006, 3.220], [3.196, -0.705, 2.114], [3.633, 0.487, -0.133], [2.492, 1.744, -0.656], [3.705, 2.087, 0.585]],
  "atomic_forces_ev_per_a": [[-0.1, 0.1, -0.2], [-0.2, 0.0, -0.1], [0.1, -0.2, 0.3], [0.1, 0.2, -0.4], [-0.1, 0.1, 0.1], [-0.2, 0.0, 0.3], [0.0, 0.4, -0.5], [0.4, 0.2, 0.1], [-0.1, 0.2, -0.1], [-0.6, -0.6, 0.2], [0.4, -0.6, 0.1], [-0.4, 0.1, -0.1], [0.2, -0.4, 0.2], [-0.4, 0.1, 0.1], [0.0, 0.3, -0.2], [0.2, 0.2, -0.2], [0.0, 0.0, 0.1], [0.0, -0.1, 0.0], [0.2, -0.1, 0.0], [0.1, 0.1, 0.0], [0.1, -0.1, -0.1], [0.0, 0.0, 0.0], [0.1, 0.0, -0.1], [0.1, 0.2, -0.1], [0.0, -0.2, 0.0], [-0.2, 0.1, 0.2], [0.0, -0.1, 0.1], [-0.2, 0.0, 0.0], [0.1, 0.0, 0.0], [0.0, 0.0, 0.1], [0.1, -0.1, 0.0], [0.1, -0.1, 0.0], [0.1, 0.0, -0.1], [0.1, 0.0, 0.1]]
}

=====

{
  "formula": "C19H26N4O5S",
  "method": "the ωB97M-V functional and the def2-TZVPD basis",
  "spin_multiplicity": 1,
  "homo_ev": -7.91,
  "e_tot_ha": -1733.0380,
  "lumo_ev": 0.59,
  "species": ["C", "C", "H", "H", "O", "C", "C", "C", "C", "C", "C", "H", "H", "O", "C", "C", "H", "H", "H", "H", "H", "N", "C", "O", "C", "C", "N", "S", "O", "O", "C", "C", "N", "C", "N", "H", "H", "H", "C", "C", "C", "H", "H", "H", "H", "H", "H", "H", "H", "H", "H", "H", "H", "H", "H"],
  "positions_angstrom": [[-5.157, -3.811, 0.097], [-3.970, -2.922, -0.241], [-3.041, -3.369, 0.138], [-3.882, -2.802, -1.329], [-4.190, -1.664, 0.369], [-3.249, -0.694, 0.228], [-2.063, -0.839, -0.486], [-1.164, 0.212, -0.548], [-1.433, 1.437, 0.081], [-2.620, 1.572, 0.783], [-3.513, 0.520, 0.857], [-4.433, 0.623, 1.410], [-2.859, 2.489, 1.296], [-0.453, 2.387, -0.055], [-0.508, 3.550, 0.751], [-1.372, 4.650, 0.142], [-1.345, 5.528, 0.781], [-2.403, 4.325, 0.032], [-0.993, 4.919, -0.841], [-0.841, 3.286, 1.760], [0.530, 3.890, 0.809], [0.054, 0.114, -1.243], [0.834, -0.985, -1.344], [0.518, -2.074, -0.900], [2.142, -0.816, -2.118], [3.257, -1.604, -1.404], [3.790, -0.912, -0.262], [3.383, -1.364, 1.270], [3.119, -2.772, 1.258], [4.398, -0.839, 2.132], [1.861, -0.575, 1.734], [1.535, 0.661, 2.231], [0.226, 0.684, 2.576], [-0.238, -0.511, 2.308], [0.716, -1.314, 1.801], [0.645, -2.259, 1.452], [-1.253, -0.814, 2.467], [2.165, 1.517, 2.362], [4.213, 0.448, -0.474], [3.094, 1.289, -1.089], [2.622, 0.615, -2.379], [1.851, 1.208, -2.878], [3.470, 0.558, -3.067], [2.275, 1.378, -0.373], [3.468, 2.290, -1.307], [5.082, 0.440, -1.144], [4.525, 0.832, 0.497], [4.078, -1.788, -2.108], [2.876, -2.561, -1.045], [1.962, -1.313, -3.080], [0.442, 1.018, -1.469], [-1.807, -1.760, -0.979], [-6.074, -3.364, -0.279], [-5.243, -3.922, 1.174], [-5.025, -4.790, -0.354]],
  "atomic_forces_ev_per_a": [[0.3, 0.3, 0.0], [-0.1, -0.3, -0.1], [0.0, 0.1, -0.1], [0.1, 0.0, 0.1], [-0.1, 0.0, 0.1], [0.2, 0.3, 0.0], [-0.2, -0.2, 0.0], [-0.2, 0.3, 0.2], [0.1, -0.3, -0.2], [0.2, 0.1, -0.1], [-0.1, -0.3, 0.0], [-0.1, 0.0, 0.1], [0.0, 0.1, 0.0], [-0.2, -0.4, -0.2], [0.0, 0.4, 0.2], [0.2, -0.4, 0.0], [0.0, 0.1, 0.1], [-0.1, 0.0, 0.0], [0.0, 0.1, -0.1], [0.1, 0.0, -0.1], [-0.1, 0.0, 0.1], [-0.1, 0.5, 0.0], [0.2, 0.1, -0.3], [0.0, -0.3, 0.0], [0.3, -0.1, 0.0], [-0.5, -0.5, -0.3], [-0.2, -0.4, 0.9], [0.2, 0.2, 0.2], [-0.3, 0.0, -0.2], [-0.2, 0.3, -0.1], [0.7, -0.3, 0.0], [0.3, -0.2, -0.2], [-0.2, 0.4, 0.2], [0.1, -0.2, 0.0], [-0.1, -0.2, 0.1], [-0.1, 0.1, 0.0], [-0.2, -0.2, 0.0], [0.2, 0.1, 0.0], [0.0, 0.7, 0.2], [0.2, -0.1, -0.2], [-0.2, 0.0, 0.2], [0.0, 0.0, -0.1], [0.0, 0.0, -0.1], [0.0, 0.1, 0.0], [0.0, 0.0, 0.0], [0.0, 0.0, 0.1], [0.1, 0.2, -0.2], [-0.1, 0.0, 0.1], [0.0, 0.0, -0.3], [0.0, 0.0, 0.1], [0.1, -0.2, 0.0], [0.0, -0.1, 0.0], [-0.1, 0.0, 0.0], [0.0, -0.1, 0.1], [0.0, -0.1, 0.0]]
}

=====

{
  "formula": "C52H50I2N6O3Ti",
  "method": "the ωB97M-V functional and the def2-TZVPD basis",
  "total_charge": -1,
  "spin_multiplicity": 2,
  "homo_ev": [-3.94, -5.38],
  "e_tot_ha": -4010.8354,
  "lumo_ev": [1.53, 1.54],
  "s_squared": 0.77,
  "species": ["Ti", "C", "C", "C", "C", "C", "C", "C", "C", "C", "C", "C", "C", "N", "C", "O", "C", "C", "C", "C", "C", "N", "C", "O", "N", "C", "C", "C", "C", "C", "C", "C", "C", "C", "C", "C", "C", "H", "H", "H", "H", "H", "H", "H", "H", "H", "H", "H", "H", "H", "H", "H", "H", "H", "H", "H", "H", "H", "H", "H", "H", "H", "H", "H", "H", "H", "H", "H", "H", "H", "H", "H", "H", "H", "C", "C", "C", "C", "C", "C", "N", "N", "C", "C", "C", "C", "C", "C", "H", "H", "H", "H", "H", "H", "H", "H", "H", "I", "C", "C", "C", "I", "C", "C", "C", "C", "N", "C", "C", "O", "H", "H", "H", "H"],
  "positions_angstrom": [[-0.402, -0.077, -0.344], [5.023, 0.617, -1.520], [3.718, 0.223, -2.218], [4.028, -0.790, -3.333], [2.955, 1.419, -2.774], [3.674, 2.439, -3.386], [3.034, 3.539, -3.937], [1.656, 3.620, -3.869], [0.894, 2.627, -3.255], [-0.617, 2.750, -3.281], [-1.099, 4.118, -2.789], [-1.136, 2.450, -4.689], [1.543, 1.512, -2.707], [0.856, 0.432, -2.053], [0.662, -0.693, -2.794], [0.550, -0.817, -4.003], [0.836, -1.916, -1.903], [1.312, -3.114, -2.366], [1.795, -4.033, -1.434], [1.857, -3.695, -0.093], [1.359, -2.465, 0.302], [0.824, -1.636, -0.590], [1.559, -1.913, 1.695], [2.329, -2.564, 2.425], [0.930, -0.766, 1.876], [1.177, -0.032, 3.075], [0.485, -0.191, 4.302], [0.780, 0.702, 5.341], [1.714, 1.709, 5.229], [2.441, 1.811, 4.056], [2.203, 0.954, 2.993], [3.146, 1.012, 1.799], [4.273, -0.017, 1.993], [3.774, 2.395, 1.584], [-0.564, -1.234, 4.736], [-1.968, -0.618, 4.781], [-0.593, -2.578, 4.014], [5.430, -0.247, -0.986], [5.779, 0.944, -2.240], [4.863, 1.421, -0.800], [3.090, -0.257, -1.472], [4.744, -0.352, -4.037], [4.473, -1.699, -2.913], [3.135, -1.062, -3.897], [4.755, 2.371, -3.444], [3.611, 4.328, -4.410], [1.157, 4.470, -4.322], [-1.021, 2.000, -2.621], [-2.180, 4.207, -2.922], [-0.880, 4.243, -1.725], [-0.627, 4.939, -3.338], [-0.778, 3.195, -5.408], [-0.791, 1.465, -5.018], [-2.231, 2.460, -4.704], [1.328, -3.293, -3.432], [2.173, -4.990, -1.769], [2.305, -4.326, 0.663], [0.246, 0.580, 6.281], [1.892, 2.393, 6.054], [3.217, 2.567, 3.975], [2.581, 0.745, 0.908], [4.867, 0.264, 2.870], [3.876, -1.018, 2.163], [4.936, -0.038, 1.123], [4.562, 2.585, 2.322], [4.239, 2.446, 0.594], [3.037, 3.196, 1.658], [-0.296, -1.458, 5.770], [-2.706, -1.379, 5.057], [-2.017, 0.194, 5.513], [-2.247, -0.211, 3.814], [0.408, -2.997, 3.926], [-1.216, -3.277, 4.583], [-1.022, -2.485, 3.019], [-4.201, -4.103, 1.650], [-4.696, -2.827, 1.884], [-3.911, -1.706, 1.662], [-2.603, -1.833, 1.185], [-2.112, -3.119, 0.956], [-2.899, -4.237, 1.187], [-1.783, -0.695, 0.990], [-2.257, 0.366, 1.653], [-1.486, 1.502, 1.597], [-1.842, 2.572, 2.432], [-1.116, 3.748, 2.389], [-0.043, 3.886, 1.505], [0.319, 2.824, 0.685], [-0.369, 1.624, 0.737], [-4.813, -4.980, 1.836], [-5.711, -2.701, 2.248], [-4.298, -0.714, 1.851], [-1.094, -3.245, 0.620], [-2.483, -5.223, 1.006], [-2.687, 2.446, 3.102], [-1.386, 4.571, 3.044], [0.505, 4.822, 1.460], [1.142, 2.940, -0.012], [-4.044, 2.935, -0.690], [-4.209, 0.948, -1.295], [-5.485, 0.397, -1.516], [-5.615, -0.901, -1.906], [-7.556, -1.652, -2.195], [-4.480, -1.721, -2.104], [-4.509, -3.068, -2.525], [-3.343, -3.753, -2.669], [-2.130, -3.108, -2.374], [-2.051, -1.865, -1.984], [-3.203, -1.159, -1.857], [-3.056, 0.207, -1.447], [-1.844, 0.679, -1.235], [-6.360, 1.012, -1.370], [-5.460, -3.539, -2.741], [-3.340, -4.789, -2.989], [-1.194, -3.647, -2.468]],
  "atomic_forces_ev_per_a": [[0.4, 1.7, 1.2], [0.0, 0.0, 0.0], [0.1, 0.1, -0.1], [0.0, 0.0, 0.1], [0.0, 0.0, 0.1], [0.0, 0.0, 0.0], [0.0, 0.0, 0.0], [0.1, 0.0, 0.0], [-0.1, -0.1, 0.0], [0.2, 0.2, -0.2], [0.0, 0.0, 0.0], [0.0, -0.1, -0.1], [0.0, 0.0, 0.1], [-0.1, -0.4, -0.1], [0.4, 0.4, 0.0], [0.1, -0.1, -0.1], [0.3, 0.2, 0.2], [0.0, -0.3, -0.2], [0.0, 0.0, 0.1], [0.1, -0.2, -0.1], [-0.1, 0.4, -0.1], [0.6, -1.6, -0.5], [-0.1, 0.1, 0.4], [-0.2, 0.0, 0.1], [0.1, -0.3, -0.1], [0.3, 0.1, 0.1], [0.0, 0.0, -0.1], [0.0, 0.0, 0.0], [-0.1, 0.0, 0.0], [0.0, 0.1, 0.0], [-0.1, -0.1, 0.0], [0.1, 0.1, 0.2], [0.0, -0.1, 0.0], [0.0, 0.0, 0.0], [0.0, 0.0, -0.3], [0.0, 0.0, 0.2], [0.1, 0.1, -0.1], [0.0, 0.1, -0.1], [0.0, 0.0, 0.0], [0.1, -0.2, -0.2], [-0.1, -0.1, 0.1], [-0.1, 0.0, 0.0], [0.0, 0.1, 0.0], [0.0, 0.0, 0.0], [-0.1, 0.0, 0.0], [-0.1, -0.1, 0.0], [0.0, -0.1, 0.1], [-0.1, -0.2, 0.2], [0.1, 0.0, 0.0], [0.0, 0.0, -0.1], [-0.1, -0.1, 0.0], [0.0, 0.0, 0.0], [0.0, 0.1, 0.0], [0.1, 0.0, 0.0], [0.0, 0.0, 0.0], [0.0, 0.0, 0.0], [0.0, 0.0, 0.0], [0.0, 0.0, -0.1], [0.0, -0.1, 0.0], [-0.1, -0.1, 0.0], [-0.1, 0.0, -0.2], [0.0, 0.0, -0.1], [0.1, 0.1, 0.0], [-0.1, 0.0, 0.1], [-0.1, 0.0, -0.1], [-0.1, 0.1, 0.2], [0.0, 0.0, 0.0], [0.1, 0.0, 0.1], [0.0, 0.0, 0.0], [0.0, 0.0, 0.0], [-0.1, 0.0, -0.1], [0.1, 0.0, 0.0], [0.0, 0.1, -0.1], [0.1, 0.0, 0.1], [0.1, 0.0, 0.0], [0.0, 0.0, 0.0], [-0.2, 0.0, 0.0], [-0.1, 0.1, 0.1], [0.0, 0.1, -0.2], [0.0, 0.0, -0.1], [-0.7, -0.3, 0.4], [0.0, 0.0, 0.2], [0.2, 0.0, -0.2], [0.0, 0.1, 0.0], [-0.1, 0.0, 0.0], [0.0, 0.1, 0.1], [0.1, -0.1, 0.0], [-0.1, 0.2, 0.3], [0.0, 0.1, 0.0], [0.1, 0.0, 0.0], [0.0, 0.0, 0.0], [0.1, 0.0, -0.1], [0.0, 0.1, 0.0], [0.0, 0.0, 0.0], [0.0, -0.1, -0.1], [0.0, -0.1, 0.0], [0.1, 0.0, 0.0], [-0.1, -0.1, 0.0], [0.2, 0.2, 0.1], [0.1, 0.0, 0.0], [-0.3, -0.2, -0.1], [0.1, 0.0, 0.0], [0.2, 0.1, 0.0], [-0.1, 0.0, 0.0], [0.0, -0.2, 0.0], [0.1, 0.0, 0.0], [-0.1, 0.1, 0.1], [0.0, 0.0, -0.1], [0.0, 0.1, 0.0], [-1.4, 0.0, -0.8], [0.0, 0.0, 0.0], [0.0, 0.0, 0.1], [0.0, 0.1, 0.0], [0.0, 0.0, 0.0]]
}

=====

| no. | strongest force on any atom (eV/A) | molar mass (g/mol) |
| --- | --- | --- |
| 1 | 0.84 | 317.17 |
| 2 | 1.02 | 422.51 |
| 3 | 2.06 | 1108.69 |